(1)
C3H4CaO as an isolated structure at a distorted geometry, computed with ωB97M-V with the def2-TZVPD basis set.

Each line ends with the Mulliken charge.
Atoms and positions in Å:
1 H -0.4341 -0.4955 -1.8575  0.2826
2 H 1.2077 -1.0081 -0.8923  0.2432
3 H 1.0327 1.5885 0.0475  0.2595
4 C 0.0451 -0.4009 0.2840  0.5982
5 O -0.6117 -1.0533 1.0778  -0.5162
6 H -0.7513 1.6583 -0.4681  0.2734
7 C 0.1499 1.0586 -0.3191  -0.4748
8 Ca -0.9593 -1.1368 3.2484  0.7419
9 C 0.3209 -0.2108 -1.1206  -0.4078

Atomic forces in eV per Å
H 0.6 -0.3 0.1
H -0.3 2.4 -1.9
H -0.3 0.3 -0.7
C -4.4 3.9 -2.3
O 1.0 -0.8 0.6
H 0.1 -0.6 0.2
C 2.5 -1.1 2.4
Ca -0.1 -0.1 0.4
C 0.9 -3.6 1.1

Values from the calculation:
Expectation value of S² ... 0.750
HOMO level (alpha / beta) ... -9.838 / -13.652 eV
2S+1 ... 2
E ... -23651.4255 eV
Charge ... +1

(2)
A 3-piece molecular cluster, C6H10NO2S overall at a distorted geometry, computed with ωB97M-V with the def2-TZVPD basis set.

Each line ends with the Mulliken charge.
Atoms and positions in Å:
1 C -0.9935 -0.1953 1.0823  -0.1788
2 C -1.7640 -0.7757 -0.0319  -0.3177
3 H -2.8855 -1.1480 0.2022  0.4533
4 C 2.1416 -0.1809 -0.4176  0.8421
5 C 3.3942 -0.5449 -0.0942  -0.9636
6 H -0.5569 -0.8060 1.8497  0.4730
7 C -0.9345 3.0537 -0.3265  -1.1182
8 H 4.2394 -0.6604 -0.7285  0.3107
9 S -1.8661 0.6117 -1.1420  -0.0280
10 H -1.1633 -1.5842 -0.5265  0.2753
11 O 1.1130 0.3521 -0.7169  -0.4090
12 N -0.7219 1.0565 1.0960  -0.4763
13 O 0.0095 -3.1938 0.1528  -0.5801
14 H -0.3201 3.6224 0.4207  0.3365
15 H 3.5885 -0.8141 0.9565  0.2261
16 H 0.7053 -3.3302 -0.4312  0.2877
17 H -2.0323 3.4955 -0.3455  0.3248
18 C -1.0258 1.6468 -0.0611  0.9194
19 H -0.4834 3.3616 -1.3130  0.3424
20 H -0.4442 -3.9666 0.3747  0.2805

Atomic forces in eV per Å
C -0.2 -0.8 0.5
C -1.4 -0.4 -0.5
H 2.7 0.7 -0.3
C 0.9 1.4 -0.6
C -2.5 0.1 1.2
H -0.2 -0.4 0.4
C -0.3 3.4 -0.5
H 0.0 0.0 -0.9
S 0.0 0.8 -0.4
H -0.6 0.3 0.6
O 2.5 -1.9 0.6
N 1.0 0.4 0.7
O -1.0 3.0 1.3
H -0.8 -0.8 -0.4
H -0.4 0.2 -0.5
H 1.8 -1.0 -1.5
H 2.1 -0.8 0.1
C -2.2 -1.3 -1.1
H -0.6 -0.8 0.7
H -0.7 -2.1 0.2

Values from the calculation:
HOMO level ... -12.725 eV
E ... -22795.1624 eV
Charge ... +1

(3)
One molecule with the formula C5H12O, computed with ωB97M-V with the def2-TZVPD basis set.

Each line ends with the Mulliken charge.
Atoms and positions in Å:
1 H 0.0647 -1.5557 -0.0623  0.3337
2 C 0.0247 0.5989 0.0123  -0.5345
3 O -0.4124 -0.8120 1.8071  -0.2895
4 C -0.5295 -2.1140 2.2955  -0.7067
5 H 1.1769 2.2490 -2.8134  0.3618
6 H -0.6650 1.3794 0.3586  0.2602
7 C 0.9435 2.1091 -1.7528  -1.2234
8 H 0.9533 0.7206 0.5839  0.2625
9 H 0.2564 2.9027 -1.4370  0.3020
10 C -0.5272 -0.7511 0.4095  -0.5618
11 H 1.8684 2.2229 -1.1717  0.3134
12 H -0.3592 -2.0710 3.3734  0.2487
13 H 0.2347 -2.7664 1.8410  0.3034
14 H -1.5760 -0.9025 0.0920  0.3036
15 H -0.6089 0.6198 -2.0525  0.3026
16 C 0.3163 0.7479 -1.4727  -0.2590
17 H 1.0030 -0.0516 -1.7857  0.3079
18 H -1.5308 -2.5264 2.0935  0.2751

Atomic forces in eV per Å
H 0.0 0.1 0.1
C 0.0 0.0 0.0
O 0.0 0.0 0.2
C 0.0 -0.3 0.2
H 0.0 0.0 0.2
H 0.1 0.0 -0.1
C 0.0 0.0 0.0
H -0.1 0.1 -0.1
H 0.1 0.0 -0.1
C 0.0 0.0 -0.3
H -0.2 0.0 -0.2
H -0.1 -0.1 -0.1
H -0.2 0.0 0.1
H 0.2 0.1 0.1
H 0.2 0.0 0.0
C 0.0 0.0 0.0
H -0.1 0.1 0.0
H 0.2 0.0 0.1

Values from the calculation:
HOMO level ... -9.798 eV
SMILES string ... CCCCOC
E ... -7426.5926 eV
Charge ... 0

(4)
A 5-piece molecular cluster, C5H21N3O4 overall at a distorted geometry, computed with ωB97M-V with the def2-TZVPD basis set.

Each line ends with the Mulliken charge.
Atoms and positions in Å:
1 H 1.5375 2.3516 -1.7786  0.2728
2 H -1.9201 -2.3767 -0.6981  0.5404
3 H -0.0384 -1.2279 -2.7120  0.6300
4 H 1.2540 3.3503 0.4378  0.3222
5 H 0.7697 -0.4179 -1.5973  0.5127
6 H -1.2412 0.4201 -1.6657  0.1996
7 O -0.3592 1.3230 3.1320  -0.6034
8 C -1.8010 -1.7274 -1.5120  -0.8144
9 O 0.6294 2.4490 -1.6818  -0.5472
10 N 0.2877 -0.0493 0.4878  0.3318
11 H -1.5736 0.7506 0.9708  0.6012
12 H 0.0903 -2.9839 -0.5095  0.2522
13 H -2.7377 0.3163 -1.1060  0.6480
14 N 0.2581 -2.9202 -1.5592  -0.7041
15 C -1.8987 -0.2487 -1.0022  -0.8498
16 C 1.0649 -0.0324 -0.6400  -0.5601
17 C -1.2230 -0.0260 0.3940  -0.6432
18 H 2.0599 2.4427 1.0650  0.3647
19 O -0.3651 -1.6753 2.5588  -0.6161
20 N 2.1561 0.6496 -0.3616  -0.8828
21 H 0.0936 -2.0964 3.3423  0.2707
22 H -1.2321 -1.4300 2.7815  0.2923
23 H 0.1432 3.0237 -2.1657  0.2415
24 H -1.5281 -1.0185 0.9444  0.1116
25 H -3.0551 -1.9922 -1.8389  0.2327
26 H 0.3815 1.2126 3.6403  0.2818
27 O 1.5252 3.2498 1.3482  -0.7064
28 H 0.5514 0.2785 1.4195  0.3403
29 H 1.2573 -2.5604 -1.6509  0.3070
30 C -0.6469 -2.0385 -2.2994  -0.4809
31 H -0.1289 2.0609 2.5647  0.3228
32 H -0.9673 -2.7467 -3.1331  0.2405
33 H 2.9569 0.5485 -0.7797  0.0915

Atomic forces in eV per Å
H 2.3 0.2 -0.8
H 0.6 -0.9 1.6
H -1.0 0.1 -0.3
H -1.0 0.9 -0.6
H -0.1 -0.2 0.3
H -0.6 -1.1 0.3
O -2.8 0.3 -1.9
C -6.9 2.7 0.8
O -1.3 -2.8 3.4
N -3.6 -0.5 -2.6
H -0.9 2.0 0.9
H 0.1 0.5 -1.9
H -3.2 0.6 0.2
N 2.6 0.2 2.1
C 5.7 0.4 -0.2
C 2.4 3.0 4.2
C 0.5 -5.4 -0.3
H -0.4 0.6 1.2
O 3.1 -1.7 0.9
N -4.9 -0.1 2.8
H -1.2 0.8 -1.2
H -1.6 0.5 1.0
H -1.3 2.9 -2.7
H 0.2 2.0 -0.7
H 3.8 0.8 -0.5
H 2.9 -0.5 2.2
O 1.2 -1.9 -0.7
H 0.7 -0.1 -1.0
H -1.8 -0.9 0.3
C 1.1 -3.5 -2.6
H 0.1 0.5 -0.3
H 0.3 1.4 0.3
H 5.1 -1.0 -3.9

Values from the calculation:
HOMO level ... -8.420 eV
SMILES string ... [H]/N=C/NCCCCN.O.O.O.O
E ... -18181.5661 eV
Charge ... 0

(5)
C5H14NP as an isolated structure at a distorted geometry, computed with ωB97M-V with the def2-TZVPD basis set.

Each line ends with the Mulliken charge.
Atoms and positions in Å:
1 H -2.0776 -1.0669 -1.6514  -0.0058
2 C 1.0832 0.4285 -2.1294  -1.3353
3 C 0.9768 0.6990 -0.6569  0.0371
4 H 0.9166 -0.6307 -2.3347  0.2977
5 H -1.3200 1.0922 -0.6894  0.2916
6 N -0.8257 0.3768 -0.1689  -0.5041
7 H -2.2732 -1.3161 1.6888  0.2634
8 C 1.7138 0.2292 1.6967  -1.2026
9 C 1.7696 -0.2029 0.2382  -0.2910
10 H 2.8091 -0.2134 -0.1070  0.3808
11 P -1.2493 -1.2157 -0.5066  0.0372
12 C -2.6743 -1.2956 0.6765  -1.0046
13 H 1.3748 -1.2179 0.1357  0.2319
14 H -3.2538 -2.1987 0.4978  0.3693
15 H 2.0853 0.6972 -2.4743  0.3937
16 H 2.2232 -0.4943 2.3292  0.3632
17 H 0.6767 0.3060 2.0117  0.2932
18 H 2.1907 1.2000 1.8286  0.3070
19 H -3.3077 -0.4158 0.5628  0.3191
20 H 0.3604 1.0176 -2.6919  0.3733
21 H 1.0344 1.7525 -0.3990  0.3849

Atomic forces in eV per Å
H 0.0 -0.1 -0.2
C 0.0 0.1 0.1
C -3.6 -0.8 0.7
H 0.0 0.0 0.0
H -0.1 0.0 0.1
N 4.0 1.4 -0.9
H 0.0 0.0 0.0
C 0.0 -0.1 -0.1
C 0.0 0.2 0.2
H 0.0 -0.1 -0.1
P -0.8 -0.3 0.3
C 0.2 -0.1 -0.2
H 0.1 0.0 -0.1
H -0.1 -0.1 0.0
H 0.0 -0.1 -0.1
H 0.0 0.0 0.1
H -0.1 0.0 0.1
H 0.0 0.1 0.1
H 0.0 -0.1 0.0
H 0.0 0.0 -0.1
H 0.0 0.0 0.1

Values from the calculation:
HOMO level ... -8.584 eV
E ... -16189.8311 eV
Charge ... 0